(1)
{
  "formula": "C3H11NO3",
  "method": "ωB97M-V/def2-TZVPD",
  "symbols": ["C", "O", "C", "C", "O", "N", "H", "H", "H", "H", "H", "H", "H", "H", "H", "H", "H", "O"],
  "coordinates": [[0.85934, -0.47578, 0.67732], [1.99065, -0.17892, 1.47517], [0.40425, 0.89714, 0.10902], [-0.70988, 0.89277, -0.92413], [-1.06206, 2.19961, -1.29561], [1.49806, 1.63504, -0.59571], [0.11926, -1.08560, 1.19080], [1.22402, -0.95690, -0.23420], [2.12376, -0.80994, 2.18571], [0.03770, 1.42396, 1.01598], [-0.48461, 0.29327, -1.81786], [-1.62472, 0.38231, -0.57260], [-0.28766, 2.76455, -1.25930], [1.91315, 0.96560, -1.23692], [2.18223, 1.87156, 0.11754], [-2.71016, -4.69353, 1.01494], [-3.50031, -3.89065, 0.09589], [-2.58012, -3.97335, 0.38300]],
  "forces_ev_per_a": [[0.74, 0.91, -1.70], [0.24, 0.19, 0.55], [-0.46, 0.03, 0.44], [-0.97, -0.92, 0.08], [-0.77, 0.11, 0.02], [-0.52, -0.42, 1.49], [-0.24, 0.23, -0.06], [-0.11, -0.89, 0.11], [-0.19, -0.14, -0.13], [0.38, 0.43, -0.74], [0.67, 0.11, -0.01], [0.23, 0.42, 0.32], [0.51, -0.17, -0.01], [0.24, 0.15, -0.02], [0.24, -0.06, -0.35], [0.58, 0.04, 0.09], [0.23, 0.44, -0.35], [-0.79, -0.46, 0.27]],
  "gap_ha": 0.3772,
  "smiles": "NC(CO)CO.O",
  "multiplicity": 1,
  "fmax_ev_per_a": 2.1,
  "relative_energy_kcal_mol": 42.5,
  "energy_ev": -10921.161
}

(2)
{
  "formula": "C20H40N2O8S",
  "method": "ωB97M-V/def2-TZVPD",
  "symbols": ["C", "C", "N", "C", "C", "C", "C", "O", "O", "C", "C", "C", "C", "C", "C", "S", "O", "O", "O", "C", "C", "O", "H", "H", "H", "H", "H", "H", "H", "H", "H", "H", "H", "H", "H", "H", "H", "H", "H", "H", "H", "H", "H", "H", "H", "H", "H", "C", "O", "C", "C", "N", "C", "C", "O", "C", "H", "H", "H", "H", "H", "H", "H", "H", "H", "H", "H", "H", "H", "H", "H"],
  "coordinates": [[-2.01302, 2.44119, -2.66377], [-1.46961, 1.04402, -2.95229], [-0.11546, 0.90347, -2.33954], [0.29533, -0.52108, -2.24545], [0.32655, -0.97848, -0.76500], [1.62270, -1.70391, -0.35007], [1.14122, -2.96916, 0.44211], [0.50967, -3.86299, 0.05545], [1.57000, -2.93598, 1.73841], [1.79631, -1.54319, 2.00476], [2.50136, -1.09209, 0.76145], [2.86547, 0.38793, 0.75101], [3.41974, 0.93329, -0.56127], [4.43838, 0.02715, -1.26992], [4.35030, 0.35688, -2.77429], [5.50111, -0.61072, -3.72787], [6.80817, -0.52247, -3.21626], [4.95383, -1.90122, -3.90193], [5.49900, 0.11019, -5.18012], [0.76741, 1.68279, -3.16712], [1.19252, 1.22537, -4.56042], [1.16475, 2.71131, -2.77251], [-1.47015, 3.21753, -3.19301], [-1.88175, 2.62666, -1.60284], [-3.06088, 2.49809, -2.93558], [-1.38465, 0.94596, -4.04262], [-2.12548, 0.27037, -2.57234], [-0.44635, -1.11953, -2.77181], [1.25684, -0.71067, -2.71715], [0.07334, -0.16211, -0.09469], [-0.47228, -1.71082, -0.68169], [2.20482, -2.12480, -1.16219], [2.38026, -1.27745, 2.88416], [0.80294, -1.11013, 2.16397], [3.44205, -1.63241, 0.64502], [1.93731, 0.93461, 0.94405], [3.50196, 0.61136, 1.60185], [3.95229, 1.84996, -0.31471], [2.64075, 1.22220, -1.26068], [5.46209, 0.23682, -0.98411], [4.23254, -1.03475, -1.18628], [3.36400, 0.03765, -3.09028], [4.44745, 1.43107, -2.91850], [4.77713, 0.75917, -5.16972], [0.51338, 1.63475, -5.29784], [2.18116, 1.61906, -4.74812], [1.24709, 0.13982, -4.61059], [-5.40468, -2.06681, 4.17566], [-5.38349, -1.21407, 3.04475], [-5.71290, 0.13957, 3.33636], [-4.50513, 1.03811, 3.15749], [-3.50868, 0.79581, 4.19516], [-2.22317, 1.44502, 3.95227], [-1.41939, 0.99712, 2.73383], [-0.93011, -0.33253, 2.81739], [-1.83859, -1.33944, 2.38763], [-5.28362, -3.08901, 3.82049], [-4.58251, -1.84205, 4.86332], [-6.35647, -1.99225, 4.70876], [-6.14022, 0.24678, 4.33693], [-6.47605, 0.44316, 2.61351], [-4.82470, 2.08304, 3.20862], [-4.10086, 0.85166, 2.15382], [-3.35329, -0.20065, 4.27496], [-1.60734, 1.26559, 4.83733], [-2.38185, 2.52624, 3.89320], [-0.53081, 1.63419, 2.68418], [-1.95758, 1.15357, 1.79193], [-2.49874, -0.98516, 1.59282], [-2.42950, -1.71533, 3.22499], [-1.25190, -2.17726, 2.00496]],
  "forces_ev_per_a": [[0.04, -0.46, 0.26], [0.52, 0.99, -0.17], [-0.16, -0.71, -1.00], [-0.48, 0.50, 0.71], [0.24, -0.47, -0.85], [-0.83, -0.72, 1.67], [2.10, 1.78, 1.01], [-1.79, -2.36, -1.49], [-0.02, 0.24, 0.34], [0.01, 0.42, 0.13], [0.53, 0.79, -1.18], [-1.44, 0.03, -0.31], [0.95, -0.26, 0.43], [0.01, 0.41, -1.12], [-0.20, -0.14, 0.46], [-0.40, 0.34, -0.72], [1.31, 0.60, 0.58], [-0.85, -1.01, -0.11], [-0.36, 0.27, 0.76], [-0.31, -1.86, -0.61], [-0.04, -0.65, 0.64], [0.99, 2.81, 1.04], [0.09, 0.03, -0.14], [-0.20, 0.17, 0.18], [-0.20, 0.09, -0.01], [-0.23, -0.44, -0.02], [-0.02, -0.12, 0.16], [0.13, -0.22, -0.20], [0.15, 0.13, -0.01], [0.18, 0.22, 0.00], [-0.18, -0.01, 0.18], [-0.07, 0.25, -0.47], [0.15, -0.92, 0.25], [0.42, 0.39, -0.25], [0.10, -0.27, 0.55], [-0.01, 0.21, 0.10], [0.34, -0.09, 0.03], [-0.10, 0.29, -0.14], [-0.33, -0.15, 0.11], [0.13, -0.18, 0.48], [0.05, -0.11, 0.30], [-0.18, 0.04, -0.42], [0.29, 0.05, -0.24], [0.17, -0.09, -0.33], [-0.17, -0.09, -0.19], [0.16, 0.25, -0.06], [-0.25, -0.03, -0.38], [0.07, -0.01, -0.18], [-0.02, -0.04, 0.29], [-0.04, 0.16, -0.42], [0.13, -0.21, 0.19], [0.00, 0.09, -0.19], [-0.05, -0.21, 0.21], [0.25, 0.30, 0.06], [-0.51, 0.11, -0.12], [0.25, -0.13, 0.12], [0.00, 0.03, -0.05], [-0.09, 0.00, 0.12], [0.02, 0.01, 0.06], [0.11, -0.07, 0.06], [-0.02, 0.00, 0.04], [0.03, 0.01, -0.01], [-0.14, 0.08, -0.10], [-0.04, 0.00, 0.03], [0.06, 0.05, -0.04], [-0.02, 0.00, -0.07], [0.01, -0.03, 0.00], [-0.10, -0.13, 0.02], [-0.05, 0.06, 0.05], [-0.15, 0.00, -0.08], [0.03, 0.03, 0.00]],
  "gap_ha": 0.3405,
  "smiles": "CCN(CC[C@@H]1C(=O)OC[C@@H]1CCCCS(=O)(=O)O)C(C)=O.COCCNCCOC",
  "multiplicity": 1,
  "fmax_ev_per_a": 3.3,
  "energy_ev": -51581.652
}

(3)
{
  "formula": "C6H12N2",
  "method": "ωB97M-V/def2-TZVPD",
  "symbols": ["N", "C", "C", "H", "H", "H", "H", "H", "H", "H", "C", "C", "C", "C", "N", "H", "H", "H", "H", "H"],
  "coordinates": [[-2.38175, 0.33956, 0.37632], [-1.68344, -2.00020, 0.49182], [-2.46905, -0.96314, -0.29552], [-2.91108, 1.04639, -0.14607], [-2.82258, 0.27972, 1.30085], [-0.63263, -1.68047, 0.59259], [-1.70639, -2.97734, -0.01934], [-2.11280, -2.12073, 1.50065], [-2.02108, -0.84575, -1.30099], [-3.50937, -1.31692, -0.42977], [3.09920, 0.64566, -0.93348], [3.24495, 1.52994, 0.16521], [1.76151, 0.29913, -1.01331], [1.99269, 1.70168, 0.72931], [1.10885, 0.94856, 0.00164], [3.88451, 0.29332, -1.60224], [4.16539, 1.99741, 0.51504], [1.22578, -0.35158, -1.70445], [1.66182, 2.29390, 1.58248], [0.10548, 0.88084, 0.18925]],
  "forces_ev_per_a": [[-0.40, 0.33, 0.09], [0.18, -0.14, 0.00], [0.04, -0.08, -0.32], [0.28, -0.35, 0.27], [0.25, 0.05, -0.42], [-0.37, -0.17, 0.03], [0.00, 0.35, 0.25], [0.19, -0.02, -0.32], [-0.26, -0.08, 0.40], [0.31, 0.16, -0.02], [-0.21, -0.31, -0.34], [-0.12, 0.28, 0.40], [0.26, 0.09, 0.05], [0.24, -0.07, -0.15], [-0.57, -0.02, 0.12], [-0.31, 0.15, 0.28], [-0.37, -0.20, -0.15], [0.25, 0.29, 0.30], [0.16, -0.27, -0.39], [0.48, 0.01, -0.09]],
  "gap_ha": 0.3272,
  "smiles": "c1cc[nH]c1.CCN",
  "multiplicity": 1,
  "fmax_ev_per_a": 0.6,
  "relative_energy_kcal_mol": 6.3,
  "energy_ev": -9396.577
}

(4)
{
  "formula": "C43H40N8O2S3W",
  "method": "ωB97M-V/def2-TZVPD",
  "symbols": ["W", "S", "C", "C", "C", "C", "C", "N", "H", "H", "H", "H", "N", "C", "C", "C", "C", "C", "C", "S", "O", "O", "N", "C", "N", "C", "C", "C", "N", "H", "H", "H", "H", "H", "H", "H", "H", "H", "C", "C", "C", "C", "C", "C", "C", "N", "C", "N", "C", "C", "C", "C", "C", "C", "C", "N", "C", "C", "C", "C", "C", "C", "C", "H", "H", "H", "H", "H", "H", "H", "H", "H", "H", "H", "H", "H", "H", "H", "H", "H", "H", "H", "H", "H", "H", "S", "C", "C", "C", "C", "C", "C", "H", "H", "H", "H", "H"],
  "coordinates": [[-0.36634, -0.27542, 1.86113], [-1.48762, 0.75153, 3.85481], [-0.81593, -0.60697, 4.66557], [-0.86607, -0.94508, 6.02261], [-0.27961, -2.11971, 6.43060], [0.37290, -2.93534, 5.49902], [0.41655, -2.52304, 4.18784], [-0.17077, -1.38679, 3.77879], [-1.37990, -0.28858, 6.70736], [-0.31988, -2.41244, 7.47043], [0.85365, -3.85715, 5.78652], [0.94806, -3.10203, 3.44521], [7.27234, 2.69120, 0.54510], [6.14137, 2.02480, 0.96372], [5.63966, 0.94586, 0.23344], [4.52329, 0.25970, 0.67024], [3.89796, 0.64405, 1.84321], [4.38291, 1.71770, 2.58338], [5.49915, 2.40159, 2.14652], [2.51113, -0.23121, 2.44484], [2.97230, -1.27998, 3.31118], [1.55416, 0.74780, 2.98957], [1.72443, -0.76237, 1.14867], [1.46277, -2.09603, 0.98891], [2.33020, -3.03935, 0.65729], [1.81658, -4.26952, 0.56376], [0.47130, -4.58285, 0.77566], [-0.36749, -3.53267, 1.09454], [0.15123, -2.29554, 1.19703], [7.54189, 2.58612, -0.41853], [7.42946, 3.61132, 0.92000], [6.12392, 0.64911, -0.68701], [4.13258, -0.56446, 0.08989], [3.87540, 2.02921, 3.48389], [5.87208, 3.24173, 2.71572], [2.51294, -5.05901, 0.30632], [0.10317, -5.59243, 0.68807], [-1.42910, -3.63790, 1.27587], [-1.39659, 2.65565, -4.37546], [-2.44860, 1.58719, -4.37578], [-3.37775, 1.48706, -5.40175], [-4.35425, 0.50354, -5.40529], [-4.39910, -0.41533, -4.37064], [-3.47369, -0.35199, -3.34128], [-2.51008, 0.64915, -3.33503], [-1.54123, 0.74276, -2.31930], [-1.62916, 0.25443, -1.03663], [-2.83290, 0.38854, -0.45736], [-3.30862, -0.39438, 0.61051], [-2.41622, -0.95518, 1.52036], [-3.00357, -1.84443, 2.44280], [-4.36202, -2.07566, 2.51565], [-5.21435, -1.40053, 1.64886], [-4.70508, -0.55776, 0.68140], [-5.62932, 0.17230, -0.25334], [-0.57057, -0.22116, -0.43954], [0.47781, -0.54784, -1.36529], [1.56892, 0.30138, -1.51161], [2.57631, -0.00113, -2.40874], [2.50038, -1.16594, -3.16126], [1.40136, -1.99561, -3.02917], [0.36603, -1.69784, -2.14623], [-0.86234, -2.56259, -2.12748], [-1.60432, 3.40088, -5.14053], [-0.40358, 2.24836, -4.58044], [-1.34158, 3.15826, -3.40931], [-3.33828, 2.20959, -6.20655], [-5.07204, 0.45475, -6.21157], [-5.14627, -1.19599, -4.36499], [-3.49434, -1.08456, -2.54599], [-0.60159, 0.96172, -2.61863], [-3.50120, 0.93128, -0.98051], [-2.36894, -2.33770, 3.17165], [-4.76531, -2.74332, 3.26350], [-6.28575, -1.53133, 1.71883], [-6.66452, -0.00324, 0.03203], [-5.51573, -0.14658, -1.29111], [-5.47165, 1.25330, -0.22566], [1.61865, 1.18924, -0.89953], [3.42057, 0.66707, -2.50847], [3.28679, -1.42039, -3.85809], [1.32843, -2.88981, -3.63344], [-0.59576, -3.61736, -2.17477], [-1.49170, -2.34702, -2.99548], [-1.47082, -2.39592, -1.23876], [-0.90378, 2.12507, 1.30470], [0.29203, 3.05637, 0.40223], [1.66709, 2.99007, 0.59354], [2.53976, 3.74664, -0.17169], [2.05745, 4.60722, -1.14744], [0.68397, 4.70491, -1.33236], [-0.18391, 3.94017, -0.57287], [2.04681, 2.34725, 1.37105], [3.60512, 3.66343, 0.00745], [2.73508, 5.20070, -1.74583], [0.28422, 5.37939, -2.07842], [-1.25097, 4.01706, -0.73210]],
  "forces_ev_per_a": [[-1.24, 1.60, -0.64], [0.24, 0.02, -0.09], [0.02, -0.20, 0.10], [-0.01, 0.06, -0.16], [0.10, -0.11, -0.09], [-0.10, 0.15, 0.01], [-0.01, 0.14, 0.05], [0.09, -0.36, -0.12], [-0.02, 0.03, 0.06], [-0.01, -0.02, 0.06], [0.01, -0.03, 0.04], [-0.01, 0.03, 0.02], [0.20, 0.08, -0.07], [-0.05, -0.01, -0.01], [-0.05, -0.02, 0.02], [0.03, -0.05, -0.07], [0.01, 0.25, 0.16], [0.07, -0.03, -0.12], [-0.12, -0.07, 0.03], [0.00, 0.03, -0.12], [-0.04, -0.02, 0.03], [0.38, -0.27, 0.07], [0.10, -0.05, 0.33], [0.08, -0.30, 0.02], [-0.08, -0.43, -0.05], [0.03, 0.21, 0.02], [0.09, 0.38, 0.01], [0.52, 0.57, -0.13], [-0.39, -0.98, -0.02], [-0.03, 0.01, 0.04], [-0.01, -0.02, -0.02], [0.05, -0.01, -0.06], [-0.06, -0.06, -0.02], [-0.07, 0.01, 0.08], [0.03, 0.05, 0.03], [0.07, 0.03, -0.01], [0.01, -0.04, -0.01], [-0.03, 0.06, 0.01], [0.01, 0.07, 0.01], [-0.06, -0.13, 0.05], [0.02, 0.03, 0.02], [-0.02, -0.02, -0.01], [-0.01, -0.02, 0.00], [-0.07, -0.01, -0.04], [-0.02, 0.19, -0.07], [0.10, 0.02, 0.02], [-0.16, 0.32, -0.01], [0.13, -0.12, -0.15], [-0.05, 0.02, -0.07], [0.11, -0.22, 0.32], [0.11, -0.04, -0.06], [-0.01, 0.07, -0.09], [0.04, -0.01, 0.05], [0.10, -0.03, -0.01], [-0.07, 0.03, -0.04], [-0.08, -0.18, 0.21], [0.04, -0.10, 0.13], [0.00, -0.08, 0.06], [0.00, -0.05, -0.02], [0.01, 0.02, -0.02], [0.02, 0.01, 0.01], [0.06, -0.04, -0.07], [-0.11, -0.06, 0.03], [-0.01, 0.01, -0.02], [0.06, -0.04, 0.01], [0.01, 0.02, 0.05], [0.00, 0.02, -0.05], [-0.03, 0.00, -0.03], [-0.05, -0.04, 0.00], [-0.01, -0.01, 0.02], [-0.08, 0.03, 0.03], [0.03, -0.02, 0.06], [0.00, 0.02, 0.01], [-0.03, -0.06, 0.06], [-0.08, -0.03, 0.02], [-0.03, -0.01, 0.00], [0.03, -0.03, -0.05], [0.02, 0.05, 0.03], [0.02, 0.04, 0.01], [0.05, 0.04, -0.01], [0.04, -0.01, -0.03], [0.00, -0.08, -0.06], [0.02, -0.07, -0.01], [0.04, 0.00, 0.00], [0.03, -0.03, 0.04], [0.12, -0.04, 0.35], [-0.18, -0.08, -0.26], [0.08, -0.04, 0.31], [0.05, 0.07, -0.04], [0.00, -0.02, 0.01], [0.06, 0.03, -0.04], [-0.01, -0.07, -0.02], [0.00, 0.01, -0.01], [0.04, -0.01, 0.01], [0.03, 0.02, -0.02], [-0.01, 0.04, -0.04], [-0.10, -0.02, 0.01]],
  "gap_ha": [0.2224, 0.2218],
  "multiplicity": 1,
  "fmax_ev_per_a": 2.1,
  "relative_energy_kcal_mol": 10.4,
  "energy_ev": -95590.012
}